# H2NO4P

H2NO4P in the gas phase at a distorted geometry (the ωB97M-V functional and the def2-TZVPD basis, OMol25).

Values from the calculation:
relative energy (zero: lowest compared OMol25 entry of this formula, charge and spin): 1.1886 eV
net charge: 0
HOMO-LUMO gap: 8.90 eV
DFT total energy: -18999.906 eV
structure (SMILES): O=NP(=O)(O)O
HOMO: -9.074 eV
LUMO level: -0.2 eV

Last column: natural (NBO) charge in e.
Cartesian coordinates (Å):
N  -0.271  0.925  1.059  -0.064
O  0.806  1.425  1.186  -0.260
O  -0.304  0.560  -0.921  -0.956
O  1.028  -1.394  0.035  -0.957
O  -1.498  -1.690  0.118  -1.038
P  -0.395  -0.670  0.102  2.236
H  0.744  -2.321  0.176  0.518
H  -0.934  0.736  -1.556  0.520

=====

# C38H61BrN3ReS2Si

C38H61BrN3ReS2Si as an isolated structure (the ωB97M-V functional and the def2-TZVPD basis, OMol25).

Values from the calculation:
relative energy (zero: lowest compared OMol25 entry of this formula, charge and spin): 0.0000 eV
net charge: +3
HOMO-LUMO gap (alpha / beta): 7.02 / 5.00 eV
2S+1: 4
DFT total energy: -146566.443 eV
expectation value of S²: 3.778
HOMO (alpha / beta): -15.601 / -15.601 eV
LUMO level (alpha / beta): -8.6 / -10.6 eV

Last column: Mulliken charge in e.
Cartesian coordinates (Å):
Re  0.200  -0.562  0.538  0.390
C  -1.397  -0.117  2.162  -0.565
C  -0.221  -0.526  2.835  -0.678
C  0.813  0.401  2.534  -0.632
C  0.265  1.400  1.671  -0.496
C  -1.098  1.079  1.436  -0.375
H  -2.364  -0.589  2.220  0.737
H  -0.120  -1.386  3.480  0.569
H  1.819  0.383  2.926  0.499
H  0.774  2.274  1.291  0.756
H  -1.779  1.675  0.847  0.667
C  2.656  -6.768  -1.622  -1.494
C  2.490  -6.506  -0.115  1.782
C  1.605  -7.593  0.491  -2.180
C  3.867  -6.528  0.573  -1.508
C  1.895  -5.124  0.065  0.407
C  0.682  -4.893  0.717  -0.534
C  0.198  -3.612  0.847  -0.718
N  0.856  -2.544  0.362  -0.208
C  2.037  -2.736  -0.282  0.310
C  2.563  -3.997  -0.433  -0.541
C  2.659  -1.500  -0.797  0.782
C  3.848  -1.461  -1.488  -0.590
C  4.368  -0.251  -1.959  0.633
C  3.612  0.898  -1.696  -1.197
C  2.428  0.817  -1.012  -0.608
N  1.949  -0.364  -0.552  -0.357
C  5.663  -0.154  -2.736  1.890
C  6.334  -1.515  -2.915  -2.128
C  6.618  0.787  -1.981  -1.569
C  5.335  0.438  -4.120  -1.402
H  3.070  -7.766  -1.763  0.456
H  3.341  -6.063  -2.094  0.341
H  1.699  -6.726  -2.145  0.383
H  2.074  -8.562  0.329  0.435
H  0.620  -7.631  0.022  0.441
H  1.483  -7.472  1.569  0.443
H  4.296  -7.525  0.474  0.452
H  3.787  -6.303  1.637  0.387
H  4.568  -5.826  0.120  0.348
H  0.108  -5.708  1.131  0.590
H  -0.741  -3.416  1.350  0.546
H  3.507  -4.122  -0.944  0.524
H  4.386  -2.378  -1.671  0.622
H  3.937  1.869  -2.040  0.658
H  1.814  1.691  -0.844  0.366
H  6.594  -1.974  -1.959  0.478
H  7.262  -1.382  -3.468  0.415
H  5.716  -2.207  -3.491  0.422
H  6.919  0.364  -1.022  0.396
H  6.182  1.770  -1.804  0.327
H  7.516  0.932  -2.581  0.448
H  4.625  -0.186  -4.665  0.371
H  6.253  0.492  -4.705  0.476
H  4.927  1.447  -4.050  0.275
C  -0.644  3.236  -5.691  -2.081
C  -1.374  4.213  -4.758  2.671
C  -1.752  5.461  -5.582  -1.735
C  -2.673  3.505  -4.329  -1.748
Si  -0.293  4.746  -3.275  -1.014
Br  -0.430  2.868  -1.836  -0.128
C  -1.004  6.152  -2.202  2.406
C  -2.535  6.055  -2.084  -1.958
C  -0.472  6.154  -0.758  -1.733
C  -0.653  7.511  -2.844  -1.730
C  1.573  4.859  -3.661  2.681
C  1.792  5.832  -4.837  -1.718
C  2.358  5.391  -2.451  -2.089
C  2.203  3.508  -4.035  -1.805
H  -1.329  2.943  -6.492  0.638
H  -0.335  2.326  -5.170  0.314
H  0.230  3.677  -6.168  0.352
H  -2.297  5.141  -6.474  0.556
H  -0.876  6.015  -5.924  0.344
H  -2.394  6.151  -5.038  0.308
H  -3.277  3.321  -5.221  0.562
H  -3.278  4.081  -3.632  0.339
H  -2.446  2.536  -3.871  -0.014
H  -2.845  5.106  -1.637  0.261
H  -3.049  6.175  -3.036  0.324
H  -2.885  6.855  -1.428  0.601
H  -0.853  5.298  -0.196  0.271
H  -0.831  7.058  -0.261  0.542
H  0.613  6.153  -0.688  0.332
H  -0.932  7.575  -3.897  0.310
H  0.410  7.738  -2.761  0.321
H  -1.194  8.299  -2.316  0.568
H  1.400  6.829  -4.636  0.338
H  1.347  5.475  -5.765  0.326
H  2.866  5.936  -5.012  0.533
H  2.095  6.416  -2.196  0.430
H  3.424  5.388  -2.695  0.555
H  2.216  4.771  -1.561  0.262
H  1.809  3.083  -4.955  0.156
H  2.066  2.770  -3.241  -0.174
H  3.277  3.662  -4.182  0.699
S  -1.034  -0.523  -1.474  -0.220
C  -2.757  -0.624  -1.299  0.548
N  -3.513  0.011  -2.153  -0.162
C  -4.967  -0.066  -1.917  -0.589
C  -5.178  -1.339  -1.108  -0.615
S  -3.623  -1.571  -0.165  0.010
H  -3.113  0.636  -2.846  0.191
H  -5.496  -0.093  -2.867  0.397
H  -5.264  0.828  -1.366  0.312
H  -5.306  -2.218  -1.737  0.362
H  -6.011  -1.257  -0.415  0.452

=====

# C33H63BBrNO21S

A 6-piece molecular cluster, C33H63BBrNO21S overall at a distorted geometry (the ωB97M-V functional and the def2-TZVPD basis, OMol25).

Values from the calculation:
net charge: 0
HOMO-LUMO gap: 8.56 eV
DFT total energy: -161280.187 eV
structure (SMILES): CCCOC[C@]1(CON=O)OC(=O)[C@H](Br)[C@]1(CSCC)B(C)O.CCOC(=O)OC.CCOC(=O)OC.CCOC(=O)OC.CCOC(=O)OC.CCOC(=O)OC
HOMO: -9.075 eV
LUMO level: -0.5 eV

Last column: Mulliken charge in e.
Cartesian coordinates (Å):
C  4.933  3.833  0.753  -0.925
C  4.477  3.423  -0.741  -0.139
C  3.814  1.969  -0.845  -0.488
O  2.369  1.970  -0.634  -0.170
C  2.129  1.468  0.695  -1.213
C  0.591  1.360  1.094  0.913
C  0.379  0.686  2.558  -0.910
O  1.505  -0.164  2.952  -0.256
N  1.267  -1.446  2.487  0.290
O  0.830  -2.120  3.369  -0.336
O  0.144  0.236  0.232  -0.272
C  -0.777  0.436  -0.817  0.307
O  -1.250  -0.350  -1.648  -0.613
C  -1.069  2.027  -0.707  -0.511
Br  -0.268  2.696  -2.405  -0.141
C  -0.434  2.522  0.694  0.650
C  -1.652  2.689  1.772  -1.042
S  -2.895  1.311  1.705  -0.109
C  -4.523  2.138  1.319  -0.266
C  -4.980  1.641  -0.154  -0.551
B  0.106  4.071  0.627  0.941
C  -0.727  5.289  -0.100  -0.993
O  1.390  4.470  1.195  -0.513
H  4.309  4.701  1.176  0.116
H  5.007  2.957  1.474  0.272
H  6.003  4.260  0.665  0.360
H  5.446  3.379  -1.363  0.201
H  3.809  4.229  -1.224  0.213
H  4.360  1.222  -0.164  0.294
H  3.999  1.592  -1.920  0.250
H  2.572  0.402  0.726  0.668
H  2.662  2.047  1.528  0.154
H  -0.550  0.013  2.588  0.464
H  0.337  1.519  3.352  0.134
H  -2.149  2.379  -0.803  0.507
H  -1.252  2.854  2.842  0.169
H  -2.230  3.658  1.531  0.414
H  -5.304  1.924  2.129  0.426
H  -4.373  3.282  1.330  0.177
H  -5.367  2.544  -0.728  0.294
H  -5.770  0.831  -0.049  0.302
H  -4.051  1.171  -0.635  -0.118
H  -0.327  6.306  0.274  0.270
H  -1.841  5.278  0.144  0.275
H  -0.601  5.303  -1.231  0.300
H  1.692  5.159  0.553  0.180
C  8.542  2.489  -6.875  -1.099
C  9.151  3.604  -6.046  -0.164
O  8.528  3.683  -4.758  -0.351
C  8.943  2.777  -3.860  0.726
O  9.782  1.929  -4.041  -0.549
O  8.242  2.959  -2.728  -0.267
C  8.526  1.998  -1.713  -0.703
H  7.456  2.598  -6.928  0.293
H  8.950  2.494  -7.888  0.353
H  8.743  1.512  -6.429  0.311
H  8.973  4.563  -6.539  0.286
H  10.233  3.489  -5.948  0.309
H  9.597  1.935  -1.513  0.356
H  8.131  1.022  -2.004  0.328
H  8.024  2.317  -0.799  0.177
C  -8.412  -1.406  -4.302  -1.178
C  -7.966  -2.408  -3.254  -0.246
O  -6.597  -2.780  -3.451  -0.249
C  -5.687  -1.898  -3.007  0.635
O  -5.924  -0.847  -2.461  -0.574
O  -4.468  -2.374  -3.300  -0.311
C  -3.401  -1.485  -2.957  -0.595
H  -8.209  -1.785  -5.307  0.295
H  -9.480  -1.199  -4.209  0.387
H  -7.869  -0.463  -4.202  0.283
H  -8.557  -3.322  -3.351  0.353
H  -8.124  -2.029  -2.241  0.336
H  -3.467  -1.171  -1.916  0.228
H  -3.411  -0.619  -3.623  0.326
H  -2.462  -2.019  -3.096  0.277
C  -1.805  6.448  8.215  -1.110
C  -2.190  5.612  7.009  -0.168
O  -1.595  6.133  5.814  -0.352
C  -0.303  5.820  5.630  0.755
O  0.378  5.146  6.364  -0.554
O  0.111  6.409  4.496  -0.352
C  1.501  6.227  4.225  -0.551
H  -2.037  7.502  8.042  0.292
H  -2.337  6.108  9.106  0.360
H  -0.732  6.386  8.411  0.313
H  -3.272  5.658  6.866  0.302
H  -1.928  4.560  7.148  0.293
H  1.776  5.171  4.250  0.247
H  2.098  6.797  4.941  0.418
H  1.701  6.611  3.225  0.110
C  -6.411  -5.740  -3.783  -0.890
C  -5.270  -6.718  -3.584  -0.362
O  -5.424  -7.443  -2.356  -0.352
C  -6.300  -8.458  -2.391  0.784
O  -6.945  -8.808  -3.349  -0.554
O  -6.355  -9.004  -1.165  -0.339
C  -7.320  -10.047  -1.041  -0.632
H  -6.518  -5.092  -2.912  0.229
H  -6.242  -5.122  -4.667  0.324
H  -7.363  -6.264  -3.908  0.395
H  -4.330  -6.168  -3.507  0.311
H  -5.174  -7.404  -4.430  0.311
H  -7.183  -10.808  -1.811  0.291
H  -8.328  -9.629  -1.088  0.287
H  -7.183  -10.515  -0.065  0.225
C  3.646  -3.932  2.871  -0.971
C  2.553  -4.861  2.378  -0.091
O  3.112  -6.008  1.724  -0.353
C  3.574  -6.968  2.537  0.738
O  3.550  -6.950  3.744  -0.548
O  4.094  -7.946  1.777  -0.340
C  4.702  -8.997  2.525  -0.630
H  4.327  -3.674  2.056  0.265
H  3.219  -3.016  3.280  0.243
H  4.247  -4.408  3.649  0.345
H  1.943  -4.342  1.635  0.242
H  1.885  -5.163  3.189  0.314
H  4.019  -9.396  3.276  0.293
H  5.621  -8.637  2.993  0.287
H  4.957  -9.798  1.830  0.225

=====

# C23H29N3O4

C23H29N3O4 in the gas phase (the ωB97M-V functional and the def2-TZVPD basis, OMol25).

Values from the calculation:
relative energy (zero: lowest compared OMol25 entry of this formula, charge and spin): 0.1569 eV
net charge: 0
HOMO-LUMO gap: 9.32 eV
DFT total energy: -36983.906 eV
structure (SMILES): CCOCCCNC(=O)[C@H](NC(=O)c1ccc(NC(C)=O)cc1)c1ccc(C)cc1
HOMO: -8.892 eV
LUMO level: 0.4 eV

Last column: natural (NBO) charge in e.
Cartesian coordinates (Å):
C  2.966  3.364  0.425  -0.645
C  2.619  2.819  -0.958  -0.056
O  1.493  3.409  -1.568  -0.537
C  0.232  3.054  -1.045  -0.063
C  -0.313  4.061  -0.024  -0.432
H  0.261  4.009  0.901  0.198
C  -1.787  3.804  0.285  -0.227
N  -1.990  2.480  0.831  -0.627
C  -2.642  1.519  0.156  0.673
O  -3.247  1.688  -0.880  -0.631
C  -2.518  0.138  0.855  -0.189
N  -1.208  -0.409  0.537  -0.594
C  -0.090  -0.058  1.205  0.678
O  -0.109  0.783  2.096  -0.665
C  1.167  -0.732  0.788  -0.183
C  1.215  -1.890  0.013  -0.157
C  2.429  -2.438  -0.341  -0.256
C  3.628  -1.848  0.063  0.171
C  3.587  -0.703  0.855  -0.214
C  2.368  -0.166  1.212  -0.148
H  2.325  0.712  1.838  0.239
H  4.505  -0.247  1.184  0.254
N  4.817  -2.451  -0.341  -0.606
C  6.109  -2.062  -0.099  0.688
O  6.420  -1.081  0.532  -0.589
C  7.113  -3.010  -0.720  -0.715
H  6.983  -4.013  -0.317  0.228
H  6.981  -3.044  -1.799  0.228
H  8.117  -2.662  -0.494  0.246
H  4.695  -3.289  -0.894  0.396
H  2.453  -3.340  -0.939  0.208
H  0.312  -2.393  -0.301  0.209
H  -1.161  -1.011  -0.268  0.407
C  -3.601  -0.805  0.423  0.029
C  -3.704  -1.198  -0.906  -0.142
C  -4.709  -2.060  -1.304  -0.236
C  -5.632  -2.553  -0.390  -0.011
C  -5.526  -2.153  0.936  -0.218
C  -4.525  -1.289  1.339  -0.205
H  -4.460  -0.989  2.375  0.209
H  -6.236  -2.523  1.662  0.209
C  -6.732  -3.469  -0.830  -0.627
H  -7.598  -2.884  -1.140  0.223
H  -6.418  -4.077  -1.675  0.216
H  -7.041  -4.124  -0.018  0.216
H  -4.780  -2.352  -2.342  0.209
H  -3.014  -0.807  -1.639  0.208
H  -2.550  0.296  1.940  0.233
H  -1.389  2.198  1.601  0.431
H  -2.391  3.869  -0.623  0.228
H  -2.147  4.545  1.006  0.197
H  -0.202  5.064  -0.438  0.217
H  -0.450  3.022  -1.903  0.188
H  0.275  2.049  -0.603  0.161
H  3.439  3.032  -1.650  0.185
H  2.487  1.727  -0.899  0.161
H  2.232  3.055  1.164  0.203
H  3.005  4.450  0.397  0.213
H  3.939  2.983  0.725  0.215